Entry from the OMol25 dataset: a single C5H10O molecule (ωB97M-V/def2-TZVPD).

The geometry in XYZ format:
```
16
C5H10O, DFT ωB97M-V/def2-TZVPD
C -1.528 -0.353 -1.300
C -0.787 -0.572 -0.016
C 0.477 -1.273 0.228
C 1.317 -0.138 -0.254
O 1.395 1.173 0.042
C 0.713 1.542 1.207
H -1.415 -1.188 -2.000
H -2.588 -0.238 -1.048
H -1.231 0.569 -1.823
H -1.334 -0.280 0.882
H 0.609 -1.765 1.202
H 0.660 -1.981 -0.587
H 2.058 -0.360 -1.016
H 0.796 0.706 1.896
H 1.207 2.425 1.602
H -0.350 1.731 0.984
```

Values from the calculation:
HOMO-LUMO gap (spin up / spin down)	8.045 / 7.515	eV

Entry from the OMol25 dataset: 4 unconnected molecules or ions with the total composition C13H36NO6S4 (ωB97M-V/def2-TZVPD).

The geometry in XYZ format:
```
60
C13H36NO6S4, DFT ωB97M-V/def2-TZVPD
C -2.121 -4.026 0.823
C -1.390 -4.412 -0.473
C -0.155 -3.531 -0.684
C -2.321 -4.509 -1.705
C -1.547 -4.617 -3.025
C -3.419 -3.450 -1.775
O -3.028 -2.111 -1.350
N -2.337 -1.439 -2.340
S -2.230 0.388 -1.856
C -0.492 0.657 -1.915
O -2.708 0.422 -0.528
O -2.922 1.005 -2.933
H -2.012 -2.959 1.027
H -3.191 -4.235 0.788
H -1.702 -4.562 1.674
H -1.007 -5.427 -0.334
H -0.393 -2.542 -1.091
H 0.568 -3.999 -1.353
H 0.341 -3.335 0.264
H -2.867 -5.452 -1.606
H -2.212 -4.890 -3.844
H -0.774 -5.381 -2.942
H -1.020 -3.697 -3.297
H -3.813 -3.380 -2.796
H -4.264 -3.670 -1.129
H -2.826 -1.486 -3.244
H -1.394 -1.836 -2.444
H 0.019 -0.065 -2.548
H -0.164 0.549 -0.883
H -0.362 1.682 -2.273
C 0.231 0.003 3.305
S 0.816 0.374 1.654
O 0.754 -0.893 0.853
C 2.521 0.666 2.097
H -0.822 -0.261 3.231
H 0.802 -0.833 3.709
H 0.350 0.889 3.927
H 2.927 -0.218 2.587
H 2.581 1.529 2.762
H 3.074 0.873 1.182
C -1.808 5.945 -0.301
S -1.705 4.251 -0.883
O -0.361 4.071 -1.504
C -2.871 4.446 -2.238
H -1.105 6.056 0.521
H -1.539 6.617 -1.115
H -2.820 6.140 0.050
H -2.532 5.258 -2.881
H -3.861 4.656 -1.835
H -2.897 3.514 -2.799
C 6.089 1.417 2.811
S 5.737 2.571 4.143
O 4.252 2.652 4.232
C 6.290 4.041 3.273
H 5.765 0.432 3.140
H 5.530 1.721 1.926
H 7.158 1.399 2.604
H 5.712 4.154 2.356
H 7.354 3.953 3.057
H 6.117 4.891 3.930
```

Values from the calculation:
total charge	+1
HOMO-LUMO gap	8.218	eV

Entry from the OMol25 dataset: a molecular structure, C4H8N2 (ωB97M-V/def2-TZVPD).

The geometry in XYZ format:
```
14
C4H8N2, DFT ωB97M-V/def2-TZVPD
C -1.932 0.194 -0.020
C 1.277 -1.220 0.271
C 0.140 1.474 0.121
C 1.268 -0.023 -0.630
N 1.408 1.256 -0.158
N -0.616 0.560 -0.493
H -0.237 2.284 0.743
H 1.642 -0.225 -1.639
H -2.585 -0.049 -0.860
H -2.389 1.008 0.557
H -1.887 -0.685 0.637
H 0.762 -2.062 -0.195
H 0.830 -0.997 1.238
H 2.321 -1.515 0.428
```

Values from the calculation:
HOMO-LUMO gap	9.463	eV

Entry from the OMol25 dataset: a single C4H5NO molecule (ωB97M-V/def2-TZVPD).

The geometry in XYZ format:
```
11
C4H5NO, DFT ωB97M-V/def2-TZVPD
C 0.822 -1.363 0.514
C 0.172 -0.184 -0.128
C -1.156 0.046 -0.057
O -1.382 1.350 -0.381
C -0.161 1.830 -0.667
N 0.803 0.979 -0.545
H 0.564 -1.187 1.573
H 1.906 -1.375 0.470
H 0.487 -2.350 0.169
H -2.007 -0.610 0.020
H -0.109 2.870 -0.960
```

Values from the calculation:
HOMO-LUMO gap	10.166	eV
structure (SMILES)	Cc1cocn1